[1]
DFT (ωB97M-V with the def2-TZVPD basis set) results for a cluster of 2 separate species, C9H23BCl2NO5PSi in total.

Geometry as XYZ:
```
43
Properties=species:S:1:pos:R:3:forces:R:3
C -0.778 2.023 -1.973 0.444 0.415 0.102
C -0.684 2.041 -3.466 -0.257 -0.185 0.071
Cl 0.881 2.442 -4.134 -0.001 -0.017 -0.012
C -1.673 1.806 -4.329 0.217 0.106 0.060
Cl -3.227 1.397 -3.643 0.012 -0.007 -0.074
Si -1.514 1.910 -6.203 -0.496 -0.185 -0.489
B -0.217 0.537 -6.980 0.437 0.008 -0.136
N 1.047 0.991 -7.576 -0.360 0.108 -0.206
O -0.486 -0.817 -6.950 0.325 0.307 0.438
H 0.159 2.357 -1.531 0.022 -0.077 -0.018
H -1.544 2.732 -1.655 -0.154 -0.183 0.043
H -0.994 1.035 -1.569 -0.150 -0.014 -0.108
H -1.131 3.273 -6.644 0.060 0.053 0.201
H -2.873 1.661 -6.742 -0.044 0.051 0.116
H 1.674 1.302 -6.836 0.181 -0.228 -0.065
H 0.898 1.827 -8.137 0.066 0.104 0.143
H -0.266 -1.226 -6.106 -0.285 -0.272 -0.019
C -2.729 -1.036 2.840 0.151 -0.101 -0.067
C -1.890 0.100 3.393 -0.323 0.125 -0.021
O -0.542 -0.296 3.678 -0.325 -0.361 -0.432
P 0.431 -0.691 2.467 2.571 1.712 3.774
O 0.495 0.392 1.478 -1.154 -1.411 -1.634
O 1.829 -0.598 3.285 -0.292 -0.319 -0.048
C 3.005 -0.065 2.671 0.216 0.155 -0.014
C 3.332 1.290 3.258 -0.091 0.054 0.165
O 0.319 -2.260 2.397 -0.699 0.303 -1.651
C 0.826 -3.177 3.383 0.096 -0.807 0.118
C -0.082 -3.326 4.582 -0.023 0.327 0.128
H -2.358 -1.363 1.866 -0.046 0.040 -0.019
H -3.765 -0.719 2.722 0.009 0.030 -0.001
H -2.698 -1.898 3.506 -0.054 0.033 0.050
H -1.883 0.946 2.702 0.096 -0.024 -0.016
H -2.308 0.449 4.336 0.127 -0.020 0.058
H 2.884 0.002 1.590 -0.117 0.021 0.010
H 3.817 -0.769 2.869 -0.054 -0.044 0.032
H 2.480 1.963 3.167 0.000 -0.015 -0.132
H 4.189 1.736 2.752 0.009 -0.030 -0.002
H 3.562 1.198 4.321 0.040 -0.013 -0.013
H 1.840 -2.922 3.678 -0.043 0.360 -0.063
H 0.893 -4.133 2.863 -0.122 0.091 -0.162
H -0.028 -2.457 5.236 -0.021 0.035 -0.033
H 0.227 -4.199 5.158 0.011 -0.028 -0.049
H -1.118 -3.456 4.274 0.021 -0.096 -0.027
```
Forces are in eV/Å.

The value obtained for the LUMO energy is 0.44 eV. As for the gap between HOMO and LUMO: 9.2 eV. Its net charge is 0.

Now the Mulliken charges, all in e: C -1.36; C 0.48; Cl -0.24; C 0.15; Cl -0.22; Si 0.38; B 0.47; N -0.61; O -0.64; H 0.39; H 0.36; H 0.34; H -0.16; H -0.20; H 0.27; H 0.28; H 0.31; C -0.92; C -0.30; O -0.28; P 0.92; O -0.73; O -0.38; C -0.28; C -1.16; O -0.28; C -0.11; C -0.99; H 0.28; H 0.41; H 0.16; H 0.28; H 0.32; H 0.36; H 0.31; H 0.28; H 0.38; H 0.31; H 0.22; H 0.35; H 0.28; H 0.41; H 0.17

***

[2]
DFT (ωB97M-V with the def2-TZVPD basis set) results for a structure of composition C35H30N7O2Ta.

Geometry as XYZ:
```
75
Properties=species:S:1:pos:R:3:forces:R:3
Ta -0.847 -0.574 0.554 0.203 0.296 0.264
C 1.513 -3.476 0.266 0.040 -0.014 0.023
C 0.780 -2.939 1.452 -0.110 0.017 0.030
C 0.879 -1.558 1.816 0.183 -0.008 -0.033
C 0.504 -1.152 3.140 -0.046 -0.043 -0.048
C -0.153 -2.025 3.972 -0.021 -0.046 -0.002
C -0.387 -3.340 3.537 0.020 0.034 0.030
C 0.084 -3.789 2.309 0.030 -0.014 0.008
H 2.475 -3.863 0.621 -0.003 -0.011 -0.017
H 1.736 -2.714 -0.482 0.006 -0.001 0.005
H 0.993 -4.311 -0.201 -0.009 -0.005 0.001
H 1.685 -0.991 1.334 -0.007 0.047 0.041
H 0.786 -0.170 3.488 -0.006 0.009 0.001
H -0.437 -1.729 4.974 0.003 -0.007 0.007
H -0.892 -4.036 4.198 -0.004 0.000 0.004
H -0.016 -4.837 2.054 0.000 -0.006 -0.003
O -3.461 -0.955 3.375 -0.160 -0.033 0.029
C -3.182 -0.692 2.261 -0.071 -0.154 -0.008
N -2.281 -1.520 1.440 0.280 0.095 0.012
C -2.735 -2.856 1.124 -0.072 -0.012 0.009
O -3.464 -3.492 1.802 -0.001 0.040 0.029
C -2.169 -3.248 -0.192 0.041 -0.065 -0.109
C -2.550 -4.420 -0.791 0.013 -0.001 0.013
C -2.010 -4.738 -2.038 -0.021 -0.022 0.007
C -1.090 -3.868 -2.599 0.032 0.018 -0.016
C -0.742 -2.712 -1.925 0.007 0.004 0.046
N -1.278 -2.362 -0.734 -0.167 -0.100 0.000
C -3.562 0.496 1.449 -0.016 0.071 -0.091
C -4.687 1.251 1.665 0.012 0.015 0.012
C -4.914 2.338 0.818 -0.005 0.010 -0.017
C -3.983 2.636 -0.167 0.022 -0.017 0.005
C -2.846 1.853 -0.293 -0.026 0.084 0.061
N -2.648 0.773 0.482 0.080 -0.172 -0.026
H -3.266 -5.061 -0.290 -0.004 0.006 0.003
H -2.301 -5.647 -2.551 0.001 -0.001 0.000
H -0.635 -4.077 -3.558 0.006 0.003 -0.001
H -0.005 -2.047 -2.345 -0.009 -0.005 -0.029
H -5.374 0.988 2.461 0.007 -0.014 -0.001
H -5.806 2.942 0.933 0.002 0.007 -0.005
H -4.128 3.473 -0.838 0.002 0.003 0.001
H -2.083 2.088 -1.024 -0.008 0.005 -0.007
C 0.408 5.179 3.378 0.006 -0.023 0.003
C 0.195 3.858 2.733 0.007 0.040 0.003
C -0.569 2.849 3.340 -0.014 -0.055 0.012
C -0.737 1.640 2.719 0.003 0.042 0.019
N -0.190 1.332 1.509 -0.083 -0.026 -0.220
C 0.512 2.324 0.901 0.069 0.052 0.103
C 0.723 3.554 1.472 0.008 -0.037 -0.023
H 0.272 5.130 4.456 -0.004 0.004 0.003
H -0.322 5.893 2.983 -0.003 0.002 -0.003
H 1.397 5.576 3.151 0.000 0.004 -0.006
H -1.022 3.007 4.310 0.006 0.008 0.003
H -1.314 0.868 3.215 -0.002 -0.017 0.004
H 0.917 2.120 -0.078 -0.005 -0.038 0.000
H 1.310 4.286 0.933 0.001 0.007 0.003
N 7.683 2.440 -5.352 0.032 0.000 -0.007
C 6.670 2.148 -4.899 -0.039 0.004 0.002
C 5.403 1.789 -4.327 0.012 -0.003 0.006
C 4.429 1.179 -5.119 -0.004 0.002 0.012
C 3.209 0.831 -4.567 0.003 -0.012 -0.015
C 2.984 1.107 -3.227 0.019 -0.004 0.005
C 3.935 1.721 -2.424 -0.001 0.028 0.002
C 5.155 2.060 -2.980 -0.002 -0.006 -0.009
N 1.712 0.732 -2.644 -0.016 -0.025 -0.024
C 0.479 0.830 -3.268 -0.001 0.004 0.026
C -0.440 0.361 -2.398 0.040 0.049 -0.008
N 0.214 -0.014 -1.211 -0.313 0.117 -0.152
C 1.529 0.228 -1.436 0.058 -0.121 0.014
H 4.635 0.973 -6.160 0.001 0.003 -0.001
H 2.467 0.333 -5.178 -0.007 -0.002 0.003
H 3.729 1.972 -1.391 -0.004 -0.006 0.004
H 5.914 2.547 -2.384 0.001 0.001 -0.001
H 0.374 1.235 -4.262 0.000 0.005 -0.002
H -1.505 0.256 -2.536 0.006 -0.009 0.011
H 2.343 0.017 -0.759 0.001 0.005 0.012
```
Forces are in eV/Å.

The value obtained for the LUMO energy is -14.10 eV. The energy relative to the best compared isomer or geometry (same formula, charge and spin) comes out at 0.000 eV. As for the gap between HOMO and LUMO: 4.3 eV. Its net charge is +4.

Now the Mulliken charges, all in e: Ta 0.42; C -1.51; C 0.70; C -0.74; C -0.59; C -0.51; C -0.64; C -0.55; H 0.47; H 0.21; H 0.41; H 0.92; H 0.85; H 0.55; H 0.53; H 0.61; O -0.35; C -0.68; N 0.90; C -0.05; O -0.40; C 0.69; C -0.79; C -0.60; C -0.93; C 0.08; N 0.35; C 1.22; C -0.91; C -0.50; C -0.99; C -0.07; N 0.05; H 0.61; H 0.53; H 0.55; H 0.28; H 0.60; H 0.52; H 0.52; H 0.56; C -1.47; C 0.73; C -1.14; C -0.29; N 0.33; C -0.30; C -0.99; H 0.42; H 0.33; H 0.44; H 0.55; H 0.61; H 0.66; H 0.57; N -0.33; C -0.22; C 0.49; C -0.96; C -0.68; C 1.07; C -0.13; C -1.00; N 0.26; C -0.66; C -1.24; N 1.67; C -1.02; H 0.50; H 0.48; H 0.39; H 0.48; H 0.63; H 0.81; H 0.71

***

[3]
DFT (ωB97M-V with the def2-TZVPD basis set) results for an isolated molecule of C5H7FO2.

Geometry as XYZ:
```
15
Properties=species:S:1:pos:R:3:forces:R:3
C 0.566 1.688 0.428 -0.842 0.541 -0.621
O 0.193 1.088 -0.797 -0.367 1.013 0.017
C 0.163 -0.276 -0.666 0.612 -2.199 -0.687
C 1.618 -0.842 -0.640 -2.095 0.900 1.472
O 1.902 -1.812 -0.014 0.688 -0.984 0.050
C -0.735 -0.839 0.417 0.632 -0.469 0.334
C -2.043 -0.862 0.288 -0.371 -0.127 1.186
F -2.669 -0.395 -0.778 -0.325 0.375 -0.823
H 0.621 2.738 0.239 0.189 0.742 -0.153
H -0.195 1.557 1.195 0.110 -0.360 0.204
H 1.528 1.330 0.693 0.942 -0.337 0.824
H -0.182 -0.688 -1.621 -0.332 0.220 -0.166
H 2.318 -0.176 -1.117 0.836 0.273 -0.749
H -0.326 -1.335 1.315 -0.087 0.535 -0.575
H -2.759 -1.177 1.056 0.411 -0.122 -0.314
```
Forces are in eV/Å.

The value obtained for the LUMO energy is 0.91 eV. The energy relative to the best compared isomer or geometry (same formula, charge and spin) comes out at 1.151 eV. As for the gap between HOMO and LUMO: 10.5 eV. Its net charge is 0.

Now the Mulliken charges, all in e: C -0.77; O -0.40; C 0.27; C -0.11; O -0.47; C -0.59; C -0.09; F -0.23; H 0.27; H 0.30; H 0.36; H 0.36; H 0.42; H 0.31; H 0.36

***

[4]
DFT (ωB97M-V with the def2-TZVPD basis set) results for an isolated molecule of CH2N4.

Geometry as XYZ:
```
7
Properties=species:S:1:pos:R:3:forces:R:3
C 0.160 -0.743 -0.641 2.259 -2.641 -1.339
N -0.754 0.156 -1.067 0.474 -1.241 -0.806
N -0.793 1.009 -0.128 -1.149 1.637 0.518
N 0.073 0.665 0.759 0.747 0.069 3.551
N 0.737 -0.488 0.512 -1.662 1.455 -0.342
H 0.607 -1.612 -1.177 -1.134 0.903 0.034
H -0.029 1.014 1.743 0.466 -0.182 -1.615
```
Forces are in eV/Å.

The value obtained for the LUMO energy is 1.07 eV. The energy relative to the best compared isomer or geometry (same formula, charge and spin) comes out at 1.844 eV. As for the gap between HOMO and LUMO: 12.3 eV. Its net charge is 0.

Now the Mulliken charges, all in e: C 0.11; N -0.25; N -0.33; N 0.28; N -0.47; H 0.36; H 0.29

***

[5]
DFT (ωB97M-V with the def2-TZVPD basis set) results for a structure of composition CH3O5S.

Geometry as XYZ:
```
10
Properties=species:S:1:pos:R:3:forces:R:3
C 0.327 -0.239 0.490 -2.327 2.712 3.310
O -1.025 1.975 -0.300 -0.404 0.167 -0.671
O -2.212 0.593 1.293 -0.548 0.027 1.285
O -2.124 -0.173 -0.988 0.050 0.466 -0.447
O 2.275 -1.179 -0.613 0.808 0.797 -1.783
O 0.683 -0.713 -0.626 1.734 -2.125 -3.479
S -1.548 0.670 0.030 2.003 -1.263 -0.015
H 0.720 0.710 0.784 0.818 0.987 -0.119
H 0.192 -0.746 1.458 -0.109 -1.257 -0.671
H 2.712 -0.899 -1.527 -2.025 -0.513 2.589
```
Forces are in eV/Å.

The value obtained for the LUMO energy (alpha / beta) is 3.39 / 3.39 eV. The energy relative to the best compared isomer or geometry (same formula, charge and spin) comes out at 4.573 eV. As for the gap between HOMO and LUMO (alpha / beta): 8.4 / 8.4 eV. Its net charge is -1.

Now the Mulliken charges, all in e: C -0.43; O -0.60; O -0.60; O -0.59; O -0.49; O -0.24; S 1.10; H 0.28; H 0.30; H 0.27

***

[6]
DFT (ωB97M-V with the def2-TZVPD basis set) results for a structure of composition C2Li2O4.

Geometry as XYZ:
```
8
Properties=species:S:1:pos:R:3:forces:R:3
O 0.617 -0.420 0.006 -0.854 -0.983 0.161
Li 1.454 -2.125 0.115 0.241 1.397 -0.225
O 2.062 1.310 0.169 -0.283 -0.620 -0.166
O 2.779 -0.800 -0.095 0.507 -1.231 0.027
C 1.840 0.086 0.023 0.123 1.227 0.248
C -1.523 0.867 -0.211 -0.790 0.262 -0.076
O -2.565 0.391 -0.085 0.829 0.022 0.052
Li -4.664 0.691 0.078 0.227 -0.075 -0.021
```
Forces are in eV/Å.

The spin multiplicity is 2. The value obtained for the LUMO energy (alpha / beta) is 2.10 / 2.11 eV. The energy relative to the best compared isomer or geometry (same formula, charge and spin) comes out at 1.631 eV. As for the gap between HOMO and LUMO (alpha / beta): 4.0 / 5.6 eV. Its net charge is -1.

Now the Mulliken charges, all in e: O -0.84; Li 0.79; O -0.73; O -0.95; C 0.82; C 0.21; O 0.32; Li -0.63

***

[7]
DFT (ωB97M-V with the def2-TZVPD basis set) results for an isolated molecule of C4H7FN2.

Geometry as XYZ:
```
14
Properties=species:S:1:pos:R:3:forces:R:3
H 0.778 2.505 -0.133 -0.409 -2.037 -0.296
N 0.081 1.712 -0.145 -0.470 -2.168 0.922
C 0.465 0.435 0.038 5.193 8.960 -1.993
C 2.012 0.270 0.005 -0.382 -3.623 2.609
F 2.408 -1.166 -0.153 -0.794 1.338 0.256
N -0.165 -0.638 0.147 0.298 -8.911 2.388
C -1.455 -1.017 -0.162 -2.325 0.539 1.403
C -2.438 -0.119 0.054 -0.581 0.386 -2.660
H 2.402 0.462 1.008 0.029 0.443 -0.161
H 2.620 0.679 -0.729 0.209 1.490 -1.505
H 0.442 -1.520 0.646 -1.800 3.401 -2.367
H -1.669 -2.098 -0.349 0.604 1.103 -0.099
H -2.013 0.993 0.253 -1.825 -2.564 -0.433
H -3.466 -0.498 -0.480 2.254 1.643 1.935
```
Forces are in eV/Å.

The value obtained for the LUMO energy is 0.71 eV. The energy relative to the best compared isomer or geometry (same formula, charge and spin) comes out at 3.124 eV. As for the gap between HOMO and LUMO: 9.5 eV. Its net charge is 0.

Now the Mulliken charges, all in e: H 0.20; N -0.78; C 0.71; C -0.44; F -0.36; N -0.24; C -0.14; C -0.64; H 0.23; H 0.34; H 0.32; H 0.32; H 0.26; H 0.23

***

[8]
DFT (ωB97M-V with the def2-TZVPD basis set) results for a structure of composition C3H3IS.

Geometry as XYZ:
```
8
Properties=species:S:1:pos:R:3:forces:R:3
C -2.147 1.110 1.651 4.277 -3.415 0.892
C -3.016 1.737 1.122 -1.000 0.662 -0.209
C 0.529 -0.114 0.406 1.031 1.640 3.480
S -0.341 -0.375 2.046 -2.639 2.789 -1.658
I -4.601 2.808 0.572 0.041 0.020 -0.078
H 0.667 0.948 0.311 -0.600 0.709 -0.216
H -0.071 -0.478 -0.360 -0.174 -1.207 -1.468
H 1.602 -0.311 0.652 -0.936 -1.197 -0.744
```
Forces are in eV/Å.

The value obtained for the LUMO energy is -1.40 eV. The energy relative to the best compared isomer or geometry (same formula, charge and spin) comes out at 2.685 eV. As for the gap between HOMO and LUMO: 7.8 eV. Its net charge is 0.

Now the Mulliken charges, all in e: C 0.17; C -0.59; C -0.81; S 0.06; I 0.22; H 0.30; H 0.31; H 0.33